One molecule with the formula C23H32N2O4, computed with wB97M-V/def2-TZVPD.

XYZ file:
```
61
Properties=species:S:1:pos:R:3:lowdin_charge:R:1
C 0.851 2.905 -2.579 -0.043
C 0.303 3.198 -1.191 -0.194
H -0.494 3.948 -1.243 0.125
H 1.091 3.541 -0.517 0.120
O -0.215 2.012 -0.582 -0.013
C -1.424 1.609 -0.975 -0.454
O -2.128 2.239 -1.721 0.134
C -1.846 0.285 -0.342 -0.307
C -2.488 -0.562 -1.448 -0.121
C -1.440 -0.938 -2.494 -0.135
C -0.259 -1.642 -1.838 -0.123
N 0.302 -0.828 -0.777 -0.033
C 1.608 -0.486 -0.817 -0.411
O 2.310 -0.736 -1.780 0.061
C 2.173 0.206 0.426 -0.048
N 3.615 0.285 0.366 -0.040
C 4.325 -0.534 1.173 -0.445
O 3.775 -1.301 1.947 0.044
C 5.837 -0.482 1.078 -0.094
C 6.382 0.788 0.443 -0.197
C 5.625 1.033 -0.854 -0.172
C 4.161 1.284 -0.529 -0.159
H 4.047 2.275 -0.062 0.129
H 3.574 1.266 -1.450 0.107
H 5.707 0.155 -1.497 0.123
H 6.026 1.893 -1.392 0.114
H 7.452 0.681 0.256 0.110
H 6.241 1.636 1.118 0.116
H 6.134 -1.351 0.483 0.130
H 6.232 -0.633 2.084 0.122
H 1.750 1.210 0.524 0.125
H 1.938 -0.393 1.310 0.129
C -0.652 -0.487 0.249 -0.080
H -0.180 0.106 1.028 0.125
H -1.036 -1.415 0.690 0.137
H 0.536 -1.834 -2.560 0.122
H -0.589 -2.595 -1.405 0.136
H -1.089 -0.036 -2.999 0.118
H -1.881 -1.594 -3.245 0.119
H -3.279 0.016 -1.927 0.116
H -2.918 -1.463 -1.008 0.131
C -2.863 0.676 0.764 -0.057
C -3.514 -0.491 1.458 -0.183
C -2.826 -1.127 2.487 -0.052
C -3.355 -2.222 3.144 -0.080
C -4.604 -2.692 2.784 -0.084
C -5.317 -2.041 1.794 -0.047
C -4.797 -0.938 1.125 -0.224
C -5.654 -0.240 0.110 -0.035
H -5.191 -0.232 -0.873 0.067
H -6.618 -0.736 0.029 0.077
H -5.829 0.793 0.408 0.089
H -6.306 -2.392 1.536 0.107
H -5.030 -3.550 3.283 0.101
H -2.796 -2.699 3.935 0.103
H -1.862 -0.746 2.792 0.112
H -2.328 1.274 1.508 0.138
H -3.619 1.312 0.302 0.120
H 1.375 3.777 -2.959 0.081
H 1.537 2.062 -2.543 0.066
H 0.035 2.663 -3.257 0.078
```

Results
SMILES ... CCOC(=O)[C@@]1(Cc2ccccc2C)CCCN(C(=O)CN2CCCCC2=O)C1
Orbital gap ... 9.599 eV
E_HOMO ... -8.921 eV
DFT total energy ... -1306.17536 hartree
F_max ... 0.0113 hartree/bohr
Multiplicity ... 1
ΔE to the lowest compared entry with this formula, charge and spin ... 0.0 kcal/mol

***

One molecule with the formula C23H32N4O2, computed with wB97M-V/def2-TZVPD.

XYZ file:
```
61
Properties=species:S:1:pos:R:3:lowdin_charge:R:1
C 4.368 0.395 1.163 -0.103
C 5.244 -0.214 0.073 -0.267
C 5.060 0.447 -1.295 -0.222
C 3.648 0.334 -1.870 -0.211
C 3.262 -1.101 -2.223 -0.202
C 1.863 -1.222 -2.831 -0.169
H 1.691 -2.263 -3.118 0.121
C 0.723 -0.767 -1.913 -0.317
H 0.931 0.249 -1.566 0.123
C 0.575 -1.651 -0.668 -0.048
C -0.110 -0.883 0.450 -0.507
O 0.190 0.264 0.730 0.044
N -1.030 -1.584 1.138 0.083
H -1.335 -2.479 0.791 0.149
C -1.801 -1.007 2.219 -0.128
C -1.556 -1.742 3.508 -0.190
C -0.269 -1.848 4.026 -0.020
C -0.072 -2.543 5.206 -0.058
C -1.177 -3.109 5.827 -0.157
N -2.403 -3.015 5.346 0.057
C -2.584 -2.352 4.217 -0.111
H -3.606 -2.304 3.863 0.112
H -1.079 -3.662 6.752 0.102
H 0.913 -2.642 5.636 0.100
H 0.559 -1.386 3.506 0.118
H -2.865 -1.021 1.966 0.126
H -1.464 0.031 2.312 0.126
H 0.028 -2.563 -0.907 0.129
H 1.563 -1.927 -0.293 0.121
C -0.602 -0.754 -2.694 -0.066
C -1.752 -0.358 -1.786 -0.509
O -2.553 -1.157 -1.339 0.055
N -1.799 0.960 -1.508 0.078
H -1.059 1.561 -1.836 0.155
C -2.716 1.522 -0.544 -0.128
C -3.477 2.690 -1.104 -0.187
C -3.749 3.816 -0.336 -0.030
C -4.463 4.861 -0.899 -0.063
C -4.873 4.741 -2.219 -0.158
N -4.618 3.677 -2.960 0.060
C -3.944 2.682 -2.416 -0.102
H -3.764 1.829 -3.057 0.116
H -5.430 5.529 -2.708 0.102
H -4.691 5.748 -0.329 0.100
H -3.406 3.871 0.688 0.113
H -2.168 1.822 0.357 0.123
H -3.408 0.714 -0.280 0.132
H -0.807 -1.752 -3.086 0.131
H -0.534 -0.057 -3.531 0.126
H 1.827 -0.620 -3.743 0.117
H 3.982 -1.492 -2.946 0.118
H 3.330 -1.727 -1.333 0.093
H 3.590 0.946 -2.775 0.117
H 2.942 0.744 -1.149 0.096
H 5.311 1.507 -1.202 0.109
H 5.769 0.002 -1.998 0.107
H 5.043 -1.284 -0.001 0.096
H 6.292 -0.104 0.362 0.103
H 4.612 -0.044 2.128 0.069
H 3.312 0.223 0.971 0.054
H 4.534 1.469 1.226 0.076
```

Results
SMILES ... CCCCCCC(CC(=O)NCc1cccnc1)CC(=O)NCc1cccnc1
Orbital gap ... 9.938 eV
E_HOMO ... -9.279 eV
DFT total energy ... -1265.18281 hartree
F_max ... 0.0129 hartree/bohr
Multiplicity ... 1
ΔE to the lowest compared entry with this formula, charge and spin ... 24.7 kcal/mol

***

One molecule with the formula C23H32N4O3, computed with wB97M-V/def2-TZVPD.

XYZ file:
```
62
Properties=species:S:1:pos:R:3:lowdin_charge:R:1
C 2.822 1.211 6.044 -0.093
H 2.881 2.092 6.680 0.092
O 1.474 1.112 5.653 -0.083
C 1.112 0.083 4.835 -0.272
C 1.967 -0.895 4.352 -0.025
C 1.459 -1.885 3.525 -0.036
C 0.127 -1.933 3.158 -0.144
C -0.736 -0.943 3.662 -0.224
C -0.240 0.048 4.490 0.060
H -0.868 0.823 4.897 0.114
O -2.050 -1.040 3.302 -0.101
C -2.957 -0.091 3.804 -0.080
H -2.706 0.921 3.470 0.097
H -2.999 -0.113 4.897 0.097
H -3.929 -0.372 3.400 0.094
C -0.380 -2.991 2.206 -0.134
N -0.244 -2.666 0.794 -0.151
C 1.128 -2.546 0.342 -0.191
C 1.164 -2.523 -1.184 -0.129
H 2.192 -2.447 -1.536 0.118
H 0.735 -3.445 -1.575 0.114
C 0.348 -1.340 -1.693 -0.266
N 0.337 -1.321 -3.140 -0.043
C -0.159 -0.366 -3.960 -0.241
C -0.026 -0.831 -5.257 -0.015
C 0.576 -2.082 -5.110 -0.151
N 0.784 -2.359 -3.839 0.080
H 0.865 -2.779 -5.871 0.096
H -0.315 -0.332 -6.159 0.092
N -0.753 0.832 -3.547 0.159
C -0.240 1.748 -2.675 -0.441
O 0.783 1.576 -2.053 0.084
C -1.109 2.995 -2.574 -0.223
H -2.124 2.671 -2.324 0.146
C -0.583 3.980 -1.515 -0.144
H 0.223 3.523 -0.942 0.107
C -0.103 5.206 -2.295 -0.187
C -1.029 5.240 -3.506 -0.194
H -0.654 5.871 -4.310 0.108
C -1.108 3.770 -3.912 -0.155
H -1.989 3.556 -4.518 0.109
H -0.220 3.506 -4.490 0.123
H -2.016 5.600 -3.211 0.113
H -0.151 6.118 -1.702 0.107
H 0.926 5.059 -2.624 0.116
H -1.382 4.257 -0.828 0.113
H -1.515 1.136 -4.137 0.149
C -1.075 -1.454 -1.141 -0.105
C -1.019 -1.514 0.383 -0.185
H -0.589 -0.569 0.763 0.135
H -2.027 -1.615 0.789 0.121
H -1.533 -2.369 -1.522 0.128
H -1.679 -0.600 -1.453 0.108
H 0.800 -0.404 -1.344 0.132
H 1.613 -1.634 0.733 0.127
H 1.685 -3.413 0.702 0.122
H -1.440 -3.169 2.396 0.122
H 0.168 -3.923 2.374 0.125
H 2.127 -2.651 3.161 0.115
H 3.014 -0.906 4.606 0.100
H 3.482 1.342 5.180 0.095
H 3.140 0.332 6.614 0.095
```

Results
SMILES ... COc1ccc(CN2CCC(n3nccc3NC(=O)C3CCCC3)CC2)c(OC)c1
Orbital gap ... 8.640 eV
E_HOMO ... -8.051 eV
DFT total energy ... -1340.35980 hartree
F_max ... 0.0162 hartree/bohr
Multiplicity ... 1
ΔE to the lowest compared entry with this formula, charge and spin ... 71.3 kcal/mol

***

C23H32N4O4 as an isolated structure at a distorted geometry, computed with wB97M-V/def2-TZVPD.

XYZ file:
```
63
Properties=species:S:1:pos:R:3:lowdin_charge:R:1
C 7.742 -4.382 2.072 -0.046
O 6.694 -4.141 1.061 -0.213
C 5.494 -3.608 1.425 -0.263
C 5.655 -2.112 1.872 -0.083
C 4.354 -1.419 2.258 -0.525
O 3.916 -1.541 3.385 0.051
N 3.534 -1.381 1.258 0.000
C 3.918 -1.327 -0.376 0.029
H 4.942 -1.737 -0.521 0.122
C 2.801 -2.334 -0.934 -0.077
H 3.080 -2.553 -2.208 0.203
H 3.077 -3.365 -0.622 0.093
C 1.430 -1.721 -0.611 -0.532
C 1.123 -1.701 0.671 -0.152
H 0.245 -1.108 0.893 0.137
C 2.215 -0.837 1.386 -0.118
H 2.031 -0.558 2.545 0.174
H 2.130 0.197 0.895 0.141
H 1.148 -2.544 1.129 0.086
O 1.233 -0.804 -1.494 -0.007
C 0.129 -0.060 -1.671 -0.146
C -1.152 -0.932 -1.400 0.117
C -2.379 -0.115 -1.669 -0.075
C -2.386 1.083 -2.055 -0.084
C -0.996 1.993 -2.621 0.144
C -0.015 1.216 -2.239 -0.092
H 0.985 1.692 -2.270 0.130
H -1.141 2.844 -2.970 0.015
C -3.559 2.002 -2.128 -0.488
O -3.651 3.091 -2.855 -0.039
N -4.624 1.727 -1.608 0.127
H -4.428 1.106 -0.782 0.152
C -5.833 2.556 -1.343 -0.379
C -7.053 1.815 -1.387 -0.069
H -7.127 0.982 -0.687 0.089
H -7.994 2.334 -1.607 0.091
H -7.016 1.461 -2.549 0.147
H -5.856 3.124 -2.021 0.031
C -5.761 3.178 0.056 -0.180
H -5.816 2.265 0.778 0.134
H -6.767 3.833 0.274 0.190
C -4.479 3.702 0.383 -0.244
N -3.308 3.052 0.741 -0.223
C -2.044 3.384 0.668 -0.095
C -1.237 2.287 0.937 0.058
C -2.486 1.513 1.445 -0.178
N -3.658 1.952 1.320 0.097
H -2.383 0.514 1.977 0.112
H -0.271 2.231 0.903 0.023
H -1.643 4.180 0.062 0.135
H -4.632 4.702 1.145 0.167
H -4.193 4.620 -0.573 0.206
H -3.397 -0.385 -1.482 0.113
H -1.336 -1.747 -0.902 0.021
H 0.537 -2.656 -1.066 0.211
H 3.599 -0.618 -0.864 0.002
H 6.323 -1.954 2.816 0.148
H 6.228 -1.734 1.066 0.084
H 5.240 -4.245 2.357 0.139
H 4.623 -4.025 0.801 0.139
H 7.450 -4.753 2.973 0.039
H 8.548 -4.950 1.621 0.079
H 8.202 -3.286 2.344 0.129
```

Results
Orbital gap ... 8.338 eV
E_HOMO ... -8.459 eV
DFT total energy ... -1414.88545 hartree
F_max ... 0.2773 hartree/bohr
Multiplicity ... 1
ΔE to the lowest compared entry with this formula, charge and spin ... 529.3 kcal/mol